Entry P
Here is an isolated molecule of C4H10N4O from OMol25. Energies are from ωB97M-V with the def2-TZVPD basis set.

The LUMO energy is 0.0058 Ha. As for the HOMO energy: -0.31139 hartree.

Structure (XYZ):
```
19
C4H10N4O | OMol25 | ωB97M-V with the def2-TZVPD basis set
C 0.7234 -1.5817 -0.9895
N 0.2751 -0.1925 -0.8485
C 1.5335 0.9137 -0.4286
O 1.4853 1.9915 -0.9664
H -0.1279 0.1722 -1.7082
H 2.4331 0.2887 -0.3070
H 1.3142 -1.8521 -0.1151
H -0.1383 -2.2462 -1.0213
H 1.3328 -1.6728 -1.8881
C -1.6009 1.2433 0.0481
C -0.7272 0.0476 0.3745
N 0.7125 0.6465 1.0861
N 1.1529 0.0806 2.0567
N -1.1263 -1.0189 1.0154
H 0.3346 -0.4906 2.4376
H -2.0868 -0.9330 1.3253
H -1.0314 2.0624 -0.3927
H -2.3904 0.9410 -0.6445
H -2.0681 1.6002 0.9662
```

***

Entry Q
Here is C4H10N4O as an isolated structure from OMol25. Energies are from ωB97M-V with the def2-TZVPD basis set.

The LUMO energy is 0.0263 Ha. As for the HOMO energy: -0.31110 hartree.

Structure (XYZ):
```
19
C4H10N4O | OMol25 | ωB97M-V with the def2-TZVPD basis set
C 0.9824 -1.1298 -1.2024
N 0.1414 0.0310 -0.8624
N 0.4334 1.2244 -1.5808
C -1.3375 -0.1862 -0.8279
N -2.2010 -0.8722 -1.2507
H 1.0668 1.0334 -2.3537
H 0.9190 1.8932 -0.9806
H 0.9097 -1.3390 -2.2718
H 0.6453 -2.0112 -0.6585
H 2.0169 -0.9098 -0.9313
C 0.2263 -0.5657 1.9041
C 0.0561 0.6929 1.0874
N -1.5011 0.8529 0.7133
O 0.7299 1.6939 1.2413
H -1.6969 1.8064 0.4216
H -2.2386 0.3742 1.2201
H 1.2680 -0.8837 1.8351
H -0.4194 -1.3712 1.5519
H -0.0005 -0.3333 2.9453
```

***

Entry R
Here is an isolated molecule of C4H10N4O from OMol25. Energies are from ωB97M-V with the def2-TZVPD basis set.

The LUMO energy is 0.0265 Ha. Its SMILES is [H]/N=C(/N)O/N=C\[C@H](C)N. As for the HOMO energy: -0.34943 hartree.

Structure (XYZ):
```
19
C4H10N4O | OMol25 | ωB97M-V with the def2-TZVPD basis set
C 1.1824 -2.4537 0.8489
C -0.2391 -1.8594 1.0923
C -0.0671 -0.4536 1.6295
C 0.1298 1.7936 -1.0572
H 0.8741 -3.4819 0.2883
H 1.7664 -1.5509 0.2226
H 1.7483 -2.8883 1.8518
H -0.5858 -2.4422 1.9462
H -1.3309 -2.8613 -0.1277
H -1.1897 -1.3155 -0.6234
H -0.0621 -0.4318 2.7167
H 0.6695 0.4347 -2.5148
H 0.2207 2.0743 -3.0600
H -0.1246 3.0879 0.2646
N -1.2739 -1.9210 0.1001
N 0.0675 0.7553 1.0622
N 0.0571 1.3456 -2.4161
N 0.1696 3.0131 -0.7122
O -0.1455 0.6079 -0.2855
```

***

Entry S
Here is a 2-piece molecular cluster, C4H10N4O overall from OMol25. Energies are from ωB97M-V with the def2-TZVPD basis set.

The LUMO energy is 0.0196 Ha. Its SMILES is NC/N=C(/N)O.C=C=N. As for the HOMO energy: -0.28911 hartree.

Structure (XYZ):
```
19
C4H10N4O | OMol25 | ωB97M-V with the def2-TZVPD basis set
C 0.5116 -0.2562 0.9014
C -1.6725 0.2118 -0.0859
N 0.2226 -1.2803 1.8100
N -1.3440 0.9509 -1.0653
N 1.8095 0.0874 -2.4263
C 1.2963 0.4903 -1.1580
C -2.5060 -0.4360 0.6892
O 0.5729 0.9983 1.4778
N 1.1029 -0.5014 -0.2228
H -0.1338 1.0704 2.1336
H 0.7289 -1.1946 2.6820
H 0.3546 -2.1908 1.3943
H 0.0447 0.8130 -1.3331
H -1.3607 1.9534 -0.8964
H 1.5190 -0.8563 -2.6517
H 2.8186 0.1517 -2.4781
H 1.7633 1.4121 -0.8034
H -2.1526 -1.1520 1.4205
H -3.5755 -0.2718 0.6123
```

***

Top of the stability list: entry S, leading by 21.7 kJ/mol.